Record 1
Density functional theory data (the ωB97M-V functional and the def2-TZVPD basis) for the molecule C4H7ClO in a non-equilibrium geometry.

Frontier orbital gap in Eh: 0.390
ΔE to the lowest compared entry with this formula, charge and spin in kcal/mol: 39.6
Electronic energy in eV: -18829.8111
Highest occupied orbital energy in eV: -9.68
LUMO energy in eV: 0.93
SMILES string: C=C(Cl)COC

Last column: Löwdin charge in e.
Geometry (Å):
C: 2.1654 1.0531 -0.3527  -0.018
C: 1.3779 0.0700 -0.0011  -0.724
Cl: 1.9946 -1.5433 -0.1054  0.682
C: -0.0231 0.0350 0.4314  -0.370
O: -0.7618 -0.4621 -0.5772  -0.197
C: -2.0732 -0.6837 -0.2194  -0.120
H: 3.2071 0.8943 -0.7027  0.075
H: 1.8644 2.1096 -0.1826  0.082
H: -0.1911 -0.5397 1.3816  0.135
H: -0.3364 1.0983 0.6871  0.145
H: -2.5744 -0.9669 -1.1825  0.112
H: -2.4302 0.3032 0.1580  0.091
H: -2.2194 -1.3677 0.6656  0.105


Record 2
Density functional theory data (the ωB97M-V functional and the def2-TZVPD basis) for a 7-piece molecular cluster, C21H42F3NO16 overall in a non-equilibrium geometry.

Frontier orbital gap in Eh: 0.294
ΔE to the lowest compared entry with this formula, charge and spin in kcal/mol: 62.3
Electronic energy in eV: -64845.0946
Highest occupied orbital energy in eV: -8.31
LUMO energy in eV: -0.31

Last column: Löwdin charge in e.
Geometry (Å):
N: -51.1244 -65.4312 -2.1994  0.280
H: -50.1695 -65.5837 -2.0273  0.092
H: -51.5016 -64.4287 -2.1815  0.162
H: -51.6201 -65.7963 -1.2045  0.181
H: -51.5796 -65.7384 -3.0324  0.088
O: -51.5804 -64.4238 0.8097  -0.519
H: -51.6806 -65.4375 1.2064  -0.046
C: -54.4030 -62.6394 1.7793  -0.086
C: -53.7471 -61.8511 0.6626  -0.254
O: -53.8519 -60.5579 1.1243  0.152
C: -54.5021 -60.4834 2.2591  -0.480
O: -54.6386 -59.4357 2.8853  0.134
O: -54.9960 -61.7458 2.7255  0.065
F: -54.5717 -61.8397 -0.4899  0.019
H: -53.6605 -63.2856 2.2876  0.133
H: -55.1983 -63.1845 1.5635  0.084
H: -52.7482 -62.0106 0.4017  0.118
C: -50.2285 -62.0251 2.0804  -0.090
C: -49.6266 -63.1138 2.9756  -0.350
O: -49.1782 -62.3886 4.0597  0.121
C: -49.4546 -61.0338 4.0289  -0.525
O: -49.0921 -60.2034 4.7536  0.215
O: -50.0363 -60.8377 2.8184  0.061
F: -48.5023 -63.7139 2.5186  0.055
H: -51.3618 -62.1664 1.8776  0.106
H: -50.0144 -62.0266 0.9829  0.144
H: -50.3455 -63.9479 3.0702  0.127
C: -50.0386 -69.5331 2.0653  -0.099
C: -50.8229 -69.3193 0.8042  -0.310
O: -50.2233 -70.2166 -0.0935  0.236
C: -49.3405 -70.8545 0.4144  -0.653
O: -48.6621 -71.7245 -0.0386  0.166
O: -48.9677 -70.3546 1.6838  0.060
F: -50.8946 -68.0466 0.3686  0.077
H: -50.7138 -69.9975 2.8183  0.132
H: -49.6676 -68.3698 2.4113  0.207
H: -51.7280 -69.6038 1.2156  0.109
C: -48.9021 -66.9870 -4.5991  -0.101
O: -50.2639 -67.2641 -4.5711  -0.159
C: -50.5431 -68.4441 -3.9203  -0.247
C: -51.9937 -68.8591 -3.7061  -0.389
O: -52.6461 -68.0684 -3.0364  -0.096
C: -54.0876 -68.3693 -2.8212  -0.052
C: -54.5521 -67.3052 -1.7536  -0.179
O: -54.2899 -66.0099 -2.2305  -0.204
C: -54.6954 -65.0332 -1.2957  -0.118
H: -48.4688 -67.5129 -5.3360  0.059
H: -48.5528 -66.7339 -3.4927  0.139
H: -48.7340 -65.9772 -4.9471  0.080
H: -50.0578 -68.7005 -2.9573  0.134
H: -50.1842 -69.2175 -4.4565  0.086
H: -51.8313 -69.9606 -3.2785  0.177
H: -52.1792 -69.0606 -4.7510  0.128
H: -54.0740 -69.3341 -2.3639  0.110
H: -54.5513 -68.5454 -3.7605  0.118
H: -53.9353 -67.5387 -0.8446  0.121
H: -55.7259 -67.3375 -1.5673  0.169
H: -54.2502 -64.1531 -1.9271  0.128
H: -54.2576 -64.8690 -0.2017  0.116
H: -55.6091 -64.9346 -1.0513  0.000
C: -52.0986 -72.7839 2.5435  -0.118
O: -52.6645 -71.5490 2.1616  -0.244
C: -54.0280 -71.3313 2.6990  -0.116
C: -54.2745 -69.7464 2.5558  -0.441
O: -53.3633 -69.1007 2.9992  -0.095
C: -53.7831 -67.6628 2.9250  0.002
C: -52.7916 -66.8573 3.9309  -0.139
O: -51.5631 -67.5168 4.1528  -0.223
C: -50.6621 -66.6939 4.9105  -0.072
H: -52.6123 -73.7767 2.3173  0.114
H: -51.8242 -72.6408 3.5238  0.053
H: -51.0606 -72.8655 2.0813  0.107
H: -54.1239 -71.5629 3.8535  0.148
H: -54.5819 -72.1494 2.2341  0.112
H: -55.4748 -69.9013 2.9843  0.190
H: -54.3039 -69.5646 1.4940  0.108
H: -54.7900 -67.6185 3.3300  0.115
H: -53.8007 -67.5902 1.8507  0.100
H: -53.2036 -66.8818 4.8785  0.092
H: -52.5083 -65.8402 3.7347  0.100
H: -50.3231 -65.7380 4.3554  0.109
H: -49.8846 -67.3107 5.3016  0.080
H: -51.1876 -66.4344 5.8312  0.086


Record 3
Density functional theory data (the ωB97M-V functional and the def2-TZVPD basis) for C21H52B2Br2ClO14P3SSi2 as an isolated structure in a non-equilibrium geometry.

Frontier orbital gap in Eh: 0.247
Electronic energy in eV: -259701.6086
Highest occupied orbital energy in eV: -8.86
LUMO energy in eV: -2.15

Last column: Löwdin charge in e.
Geometry (Å):
C: -0.7723 -0.8228 2.9024  -0.136
C: -1.9157 -0.0371 2.0206  -0.188
B: -1.6626 -0.1455 0.3979  -0.377
O: -0.2931 -0.3920 -0.1236  -0.035
Si: -3.1983 0.1050 -0.8119  0.475
C: -2.6220 1.3074 -2.1761  -0.202
B: -2.2467 2.8508 -1.6395  -0.510
O: -2.2543 3.9767 -2.6280  0.015
O: -1.9507 3.2097 -0.2420  0.027
O: -4.4946 0.7317 0.2398  -0.378
Si: -5.8197 1.4058 -0.6820  0.464
C: -6.4770 2.9302 0.3690  -0.308
C: -6.5370 4.3271 -0.4831  -0.299
C: -5.1453 5.1913 -0.5134  -0.545
Cl: -4.2318 5.2758 1.0968  0.487
P: -7.5447 0.1014 -1.0050  0.248
O: -8.9214 1.1755 -1.3348  -0.346
O: -8.0298 -0.8508 0.3851  -0.354
S: -7.3762 -0.9855 -2.6574  0.169
C: -3.7343 -1.6466 -1.3388  -0.610
Br: -5.1749 -2.5383 -0.1983  0.622
C: -3.2300 -2.4869 -2.4508  -0.672
C: -3.8364 -3.9970 -2.7360  -0.177
Br: -1.7642 -1.8086 -3.6101  0.681
H: 0.0494 -0.1170 3.3700  0.083
H: -1.3432 -1.3788 3.7742  0.082
H: -0.2814 -1.6535 2.2294  0.066
H: -1.9038 1.0914 2.4010  0.133
H: -2.9700 -0.4641 2.3051  0.104
H: -0.0098 -1.3429 0.0158  0.106
H: -1.6226 0.9670 -2.7333  0.079
H: -3.4105 1.4809 -3.0546  0.094
H: -1.9763 3.6567 -3.5365  0.110
H: -1.4612 4.1046 -0.2771  0.130
H: -5.3556 1.9872 -1.9656  0.026
H: -5.8725 2.9765 1.3699  0.073
H: -7.6024 2.6839 0.6821  0.090
H: -6.7956 4.0467 -1.6032  0.110
H: -7.4262 5.0092 -0.0963  0.120
H: -5.4578 6.3135 -0.7752  0.095
H: -4.5119 4.8209 -1.4291  0.078
H: -9.5535 0.5921 -1.8603  0.057
H: -8.5108 -1.6868 0.0472  0.088
H: -3.7493 -4.6447 -1.7370  0.080
H: -3.0728 -4.5061 -3.4979  0.077
H: -4.9463 -3.9883 -3.1466  0.097
O: 5.6978 2.8818 1.5399  -0.233
P: 4.4057 2.5556 2.3282  0.779
O: 3.4214 3.4128 1.3113  -0.247
C: 3.0083 2.7443 0.1274  -0.291
C: 2.0829 1.5760 0.4257  -0.088
O: 4.7457 3.7168 3.4776  -0.281
C: 6.0677 4.2173 3.6594  -0.286
C: 6.3305 5.4203 2.7631  -0.074
O: 2.9620 2.1912 3.2091  -0.271
C: 2.3995 3.0817 4.1732  -0.280
C: 1.9984 4.4581 3.6487  -0.075
H: 3.8858 2.4080 -0.4303  0.107
H: 2.4794 3.4745 -0.4930  0.119
H: 2.6076 0.7941 0.9870  0.071
H: 1.7061 1.1296 -0.4976  0.068
H: 1.2340 1.8972 1.0378  0.082
H: 6.8092 3.4249 3.5076  0.106
H: 6.1628 4.5284 4.7042  0.117
H: 6.0256 5.2491 1.7257  0.072
H: 7.3929 5.6827 2.7698  0.079
H: 5.7559 6.2835 3.1092  0.075
H: 3.0764 3.1676 5.0293  0.111
H: 1.4954 2.5906 4.5534  0.117
H: 2.8304 5.0136 3.2171  0.061
H: 1.5861 5.0653 4.4583  0.081
H: 1.2410 4.3638 2.8599  0.077
O: 2.8475 -6.1614 -3.1694  -0.231
P: 2.4789 -5.3303 -1.9161  0.779
O: 3.5638 -4.1249 -2.2443  -0.245
C: 3.1395 -3.1345 -3.1707  -0.291
C: 2.0030 -2.2885 -2.6201  -0.100
O: 3.3983 -6.3097 -0.9259  -0.280
C: 3.7687 -7.6279 -1.3217  -0.286
C: 5.0876 -7.6253 -2.0834  -0.073
O: 2.0671 -4.4017 -0.5157  -0.274
C: 2.8139 -4.4638 0.6997  -0.280
C: 4.2843 -4.0670 0.5945  -0.074
H: 2.8455 -3.6107 -4.1093  0.109
H: 4.0001 -2.4913 -3.3791  0.122
H: 1.1020 -2.8942 -2.4679  0.043
H: 1.7494 -1.4784 -3.3081  0.076
H: 2.2707 -1.8598 -1.6491  0.077
H: 2.9657 -8.1026 -1.8967  0.106
H: 3.8875 -8.2250 -0.4126  0.117
H: 5.1193 -6.8659 -2.8713  0.073
H: 5.2719 -8.6023 -2.5406  0.079
H: 5.9152 -7.3950 -1.4072  0.075
H: 2.7045 -5.4579 1.1450  0.112
H: 2.3274 -3.7683 1.3944  0.116
H: 4.8480 -4.6847 -0.1039  0.062
H: 4.7693 -4.1524 1.5700  0.082
H: 4.3794 -3.0310 0.2447  0.078